This record from OMol25 describes an isolated molecule of Cl2H3P3. The level of theory is ωB97M-V/def2-TZVPD.

Bonds (Å) are listed after each position.
Element x y z (Å)
1 P -0.282 -0.305 -0.762  P2 2.182, H6 1.338, H7 1.358
2 P 1.129 0.596 0.638  P1 2.182, P3 2.193, H8 1.314
3 P 2.315 1.431 -1.007  P2 2.193, Cl4 1.899, Cl5 2.294
4 Cl 3.915 1.907 -0.101  P3 1.899
5 Cl 1.387 3.522 -1.183  P3 2.294
6 H -1.218 0.230 0.032  P1 1.338
7 H -0.426 0.622 -1.744  P1 1.358
8 H 2.156 -0.205 0.818  P2 1.314

As for the total energy: -1946.2285 Ha. The relative energy (zero: lowest compared OMol25 entry of this formula, charge and spin) comes out at 16.3 kcal/mol. For the orbital gap, the calculation gives 8.9 eV. Its structure (SMILES) is [PH2]#[PH]P(Cl)Cl. The HOMO energy comes out at -0.3368 hartree. The spin multiplicity is 1.